Record 1
Below is C16H18ClMnN3S2 as an isolated structure, with properties calculated with wB97M-V/def2-TZVPD.

Positions of all 41 atoms, in Å:
Mn  -0.481  0.629  -1.497
S  -2.642  0.520  -2.717
C  -3.081  -0.021  -1.160
N  -2.175  -0.401  -0.288
C  -2.749  -0.824  0.895
C  -2.046  -1.290  2.005
C  -2.753  -1.677  3.129
C  -4.148  -1.607  3.155
C  -4.857  -1.152  2.057
C  -4.151  -0.761  0.927
S  -4.735  -0.152  -0.595
H  -0.966  -1.360  1.965
H  -2.221  -2.045  3.996
H  -4.682  -1.917  4.044
H  -5.938  -1.104  2.079
N  1.383  0.850  0.152
C  1.021  1.726  1.258
C  0.178  2.872  0.729
N  -0.924  2.317  -0.063
H  1.811  -0.017  0.456
H  2.066  1.292  -0.457
H  1.885  2.129  1.798
H  0.428  1.148  1.972
H  0.777  3.516  0.082
H  -0.186  3.478  1.564
H  -1.456  3.055  -0.515
H  -1.591  1.823  0.524
Cl  2.584  1.681  -3.214
C  3.089  0.250  -2.337
C  4.372  0.236  -1.816
C  4.782  -0.833  -1.034
C  3.889  -1.872  -0.795
C  2.615  -1.841  -1.332
C  2.157  -0.775  -2.127
C  0.772  -0.703  -2.603
H  5.037  1.065  -2.019
H  5.783  -0.854  -0.625
H  4.194  -2.718  -0.191
H  1.933  -2.662  -1.144
H  0.308  -1.695  -2.636
H  0.719  -0.308  -3.624

Results
- Highest occupied orbital energy (alpha / beta): -0.2456 / -0.2758 hartree
- Total energy: -3192.3987 Eh
- Relative energy (zero: lowest compared OMol25 entry of this formula, charge and spin): 0.382 eV
- Charge: 0
- Kohn-Sham gap (alpha / beta): 6.98 / 7.73 eV
- Multiplicity: 6

Mulliken atomic charge list, values in e, 2 entries: atom 1 (Mn): 0.31, atom 2 (S): -0.38

=====

Record 2
Below is C26H29N5O6PPdS3 as an isolated structure at a distorted geometry, with properties calculated with wB97M-V/def2-TZVPD.

Positions of all 71 atoms, in Å:
Pd  0.652  0.052  -0.461
N  -1.791  3.666  -0.103
C  -1.099  2.549  -0.438
S  0.526  2.335  0.121
N  -1.676  1.678  -1.224
N  -0.993  0.555  -1.454
C  -1.383  -0.295  -2.379
C  -2.600  -0.011  -3.111
C  -3.568  -0.973  -3.381
C  -4.752  -0.664  -4.019
C  -5.028  0.613  -4.434
C  -4.076  1.634  -4.176
C  -2.868  1.284  -3.620
C  -0.592  -1.548  -2.406
C  -0.899  -2.606  -3.270
C  -0.099  -3.733  -3.239
C  0.973  -3.828  -2.309
C  1.215  -2.696  -1.537
N  0.472  -1.612  -1.598
H  -1.419  4.212  0.672
H  -2.791  3.687  -0.279
H  -3.387  -1.976  -3.040
H  -5.497  -1.449  -4.151
H  -5.977  0.839  -4.937
H  -4.340  2.672  -4.448
H  -2.086  2.041  -3.578
H  -1.742  -2.491  -3.960
H  -0.265  -4.520  -3.974
H  1.584  -4.764  -2.192
H  2.067  -2.641  -0.864
O  2.729  -0.374  -0.173
C  3.630  0.554  -0.213
C  3.803  1.501  -1.219
C  4.780  2.487  -1.050
C  4.952  3.467  -2.068
C  4.149  3.566  -3.244
C  3.271  2.528  -3.479
C  2.974  1.499  -2.481
O  2.153  0.608  -2.691
N  6.039  4.398  -1.819
O  6.160  5.297  -2.638
O  6.593  4.287  -0.748
H  4.376  0.504  0.617
H  5.350  2.552  -0.141
H  4.298  4.465  -3.875
H  2.678  2.451  -4.399
C  1.824  -2.790  3.328
C  1.843  -1.684  4.394
C  1.216  -2.124  5.710
O  1.254  -0.494  3.795
P  -0.248  -0.111  3.341
S  -0.190  1.798  3.362
S  -0.660  -1.248  1.721
O  -1.168  -0.664  4.518
C  -2.692  -0.496  4.631
C  -3.171  0.362  3.495
C  -3.194  -1.881  4.520
H  2.704  -3.428  3.471
H  1.869  -2.396  2.310
H  0.887  -3.356  3.459
H  2.869  -1.350  4.542
H  0.240  -2.578  5.572
H  1.160  -1.315  6.448
H  1.849  -2.893  6.138
H  -2.861  -0.072  5.614
H  -3.113  -0.193  2.542
H  -2.605  1.276  3.424
H  -4.228  0.666  3.640
H  -2.853  -2.366  3.596
H  -4.336  -1.899  4.490
H  -2.890  -2.562  5.348

Results
- Highest occupied orbital energy (alpha / beta): -0.3652 / -0.3657 hartree
- Total energy: -3396.7725 Eh
- Relative energy (zero: lowest compared OMol25 entry of this formula, charge and spin): 0.501 eV
- Charge: +1
- Kohn-Sham gap (alpha / beta): 5.85 / 3.09 eV
- Multiplicity: 5

Mulliken atomic charge list, values in e, 2 entries: atom 1 (Pd): 0.89, atom 2 (N): -0.39

=====

Record 3
Below is C15H21NO3 as an isolated structure at a distorted geometry, with properties calculated with wB97M-V/def2-TZVPD.

Positions of all 40 atoms, in Å:
C  -1.249  2.216  1.720
C  -2.399  1.603  0.737
C  -3.662  2.131  0.639
C  -4.480  1.653  -0.317
C  -4.152  0.504  -1.237
C  -2.828  -0.049  -0.903
C  -1.841  0.588  0.033
O  -0.724  -0.293  0.109
C  -0.661  -1.398  1.002
C  0.718  -1.544  1.430
O  1.145  -2.801  1.979
N  1.585  -0.632  1.490
H  1.116  0.398  0.855
C  2.920  -0.511  1.694
H  3.245  0.177  2.241
H  3.343  -1.382  2.008
C  3.606  -0.028  0.153
H  4.736  0.083  0.420
C  3.239  -1.369  -0.760
H  4.273  -1.877  -0.788
H  2.541  -1.961  -0.568
C  3.184  -0.462  -1.895
H  2.418  -1.066  -2.641
C  2.457  0.831  -1.347
H  2.394  1.339  -2.158
O  2.970  1.026  -0.278
H  1.334  0.657  -1.447
H  3.915  -0.326  -2.475
H  -1.192  -1.021  1.990
H  -1.104  -2.115  0.574
C  -2.623  -1.454  -1.626
H  -3.059  -1.387  -2.748
H  -1.546  -1.443  -1.784
H  -2.903  -2.191  -1.283
H  -4.817  0.135  -1.738
H  -5.457  2.034  -0.208
H  -3.767  2.939  1.046
H  -0.291  2.621  1.282
H  -0.888  1.390  2.458
H  -1.495  2.982  2.344

Results
- Highest occupied orbital energy: -0.3122 hartree
- Total energy: -864.0834 Eh
- Relative energy (zero: lowest compared OMol25 entry of this formula, charge and spin): 17.183 eV
- Charge: 0
- Kohn-Sham gap: 9.11 eV

Mulliken atomic charge list, values in e, 2 entries: atom 1 (C): -1.22, atom 2 (C): 0.50